Entry from the Open Molecules 2025 dataset: a structure of composition C34H51BiClFN9O4S (ωB97M-V with the def2-TZVPD basis set).

Electronic energy: -3292.66467 Ha
F_max: 0.5 eV/A
HOMO: -9.621 eV
Total charge: +1
Energy above the lowest of the compared OMol25 structures with the same formula, charge and spin: 40.3 kcal per mole

Each line ends with the Löwdin charge.
Element x y z (Å)
1 Bi 1.468039 -1.070284 -0.892027  1.731
2 C -6.244358 1.334923 -1.342921  -0.060
3 C -5.098313 2.099925 -1.985228  -0.185
4 N -3.793525 1.724184 -1.430947  -0.032
5 C -3.107337 0.711740 -2.012478  0.046
6 C -1.897723 0.252011 -1.605705  -0.022
7 C -1.336948 -0.965991 -2.291779  -0.603
8 O -1.697424 -1.273207 -3.408473  0.082
9 O -0.531264 -1.667787 -1.545656  -0.278
10 C -1.208184 0.955497 -0.560136  -0.297
11 O -0.003196 0.868387 -0.302538  -0.156
12 C -2.043274 1.898015 0.201304  -0.025
13 C -1.543905 2.406953 1.402536  0.102
14 C -2.287618 3.313124 2.097898  -0.190
15 F -1.807584 3.851265 3.244690  0.067
16 C -3.542321 3.736502 1.652402  -0.173
17 C -4.045809 3.222760 0.476880  0.074
18 C -3.306139 2.287846 -0.264791  -0.113
19 N -4.310204 4.708347 2.376557  -0.100
20 C -4.565582 4.409835 3.775868  -0.149
21 C -5.689948 5.296782 4.268897  -0.082
22 N -5.266089 6.735142 4.091202  0.061
23 C -4.908405 7.042377 2.657504  -0.083
24 C -3.835630 6.072858 2.204247  -0.142
25 H -7.195430 1.642096 -1.777879  0.083
26 H -6.285294 1.509833 -0.266978  0.070
27 H -6.127430 0.262960 -1.503996  0.084
28 H -5.221652 3.176884 -1.874998  0.115
29 H -5.053462 1.908610 -3.055221  0.127
30 H -3.575808 0.254329 -2.876099  0.154
31 H -0.581908 2.061005 1.757961  0.122
32 H -5.033582 3.537701 0.172820  0.117
33 H -3.682643 4.558023 4.414893  0.130
34 H -4.866621 3.368167 3.880425  0.151
35 H -5.903198 5.144025 5.324854  0.140
36 H -6.594838 5.164656 3.679746  0.141
37 H -4.448410 6.909937 4.680460  0.184
38 H -6.001637 7.364169 4.413243  0.183
39 H -4.575440 8.077192 2.613538  0.140
40 H -5.821659 6.918752 2.079083  0.141
41 H -2.904050 6.263722 2.762692  0.140
42 H -3.624691 6.258240 1.152170  0.148
43 N 1.810458 -2.444302 -2.977990  -0.067
44 C 2.616455 -1.958876 -4.114452  -0.246
45 C 3.962184 -1.411530 -3.663330  -0.199
46 C 4.895496 -2.439702 -3.002821  -0.190
47 C 5.328666 -2.056759 -1.593595  -0.265
48 N 4.176769 -2.030295 -0.682137  -0.041
49 H 2.127650 -3.347037 -2.640081  0.061
50 H 0.836102 -2.564278 -3.248012  0.080
51 H 2.047051 -1.166650 -4.595133  0.104
52 H 2.760360 -2.755125 -4.851787  0.120
53 H 3.780977 -0.578769 -2.976962  0.074
54 H 4.450736 -0.974659 -4.535568  0.118
55 H 5.794010 -2.570804 -3.608059  0.113
56 H 4.425495 -3.431154 -2.966834  0.104
57 H 5.778226 -1.060300 -1.610114  0.112
58 H 6.103359 -2.750350 -1.249179  0.110
59 H 4.448479 -1.716124 0.243782  0.066
60 H 3.807286 -2.969697 -0.571664  0.026
61 Cl 0.616738 -1.362406 1.724542  -0.141
62 N 3.164711 1.153937 -0.203701  0.033
63 C 3.401319 1.278254 1.185370  -0.332
64 C 2.439541 1.858763 2.003900  -0.059
65 C 2.632620 1.913795 3.372860  -0.084
66 C 3.784507 1.390847 3.945638  -0.096
67 C 4.748469 0.821269 3.128058  -0.084
68 C 4.562388 0.766663 1.753937  -0.052
69 H 2.603821 1.906885 -0.584002  0.084
70 H 4.021567 1.081778 -0.737875  0.090
71 H 1.537041 2.247688 1.549789  0.087
72 H 1.872248 2.361773 4.000805  0.101
73 H 3.930593 1.430092 5.016749  0.100
74 H 5.657685 0.421694 3.559051  0.104
75 H 5.335558 0.345689 1.118524  0.103
76 N 1.357001 0.504390 -2.684468  0.010
77 C 1.558491 1.516363 -3.240705  -0.349
78 N 1.679452 2.654487 -3.801863  0.061
79 C 2.658779 2.861280 -4.678164  -0.411
80 N 3.497939 3.108202 -5.434860  0.087
81 C 4.036006 -7.366451 -0.436997  -0.101
82 C 3.537020 -5.955339 -0.148364  -0.312
83 C 2.140229 -5.969998 0.454590  -0.357
84 S 1.635773 -4.299814 0.917492  0.917
85 O 1.626661 -3.570590 -0.424169  -0.727
86 C -0.089231 -4.629192 1.389355  -0.361
87 C -1.103321 -4.348875 0.289227  -0.288
88 C -1.057757 -5.301923 -0.897139  -0.102
89 H 5.028146 -7.346946 -0.887274  0.075
90 H 3.366484 -7.885080 -1.125495  0.079
91 H 4.095915 -7.956103 0.479310  0.078
92 H 3.519055 -5.371505 -1.072998  0.092
93 H 4.224981 -5.448447 0.536191  0.110
94 H 2.116688 -6.554043 1.378929  0.104
95 H 1.404376 -6.381530 -0.237453  0.090
96 H -0.262864 -3.972846 2.240383  0.047
97 H -0.113269 -5.670555 1.720979  0.091
98 H -0.974885 -3.320855 -0.050531  0.059
99 H -2.085850 -4.394717 0.766543  0.116
100 H -0.133206 -5.180104 -1.462193  0.057
101 H -1.880870 -5.095409 -1.581130  0.078
102 H -1.139815 -6.346218 -0.582923  0.076

Force components x, y, z for each atom (eV/Å):
Bi 0.0 0.0 0.5
C 0.0 0.0 0.0
C 0.0 0.0 0.0
N 0.0 0.0 0.0
C -0.1 0.0 0.0
C 0.0 0.0 0.0
C 0.1 0.1 0.1
O -0.1 0.0 0.0
O 0.0 0.0 -0.1
C 0.0 0.1 -0.1
O 0.0 -0.1 0.2
C 0.0 0.0 0.0
C 0.0 0.0 0.0
C 0.1 0.0 0.0
F 0.0 0.0 0.0
C 0.0 0.0 0.0
C 0.0 0.0 0.1
C 0.0 0.0 0.0
N 0.0 0.0 -0.1
C 0.0 0.0 0.0
C 0.0 0.0 0.0
N 0.0 0.0 0.0
C 0.0 0.0 0.0
C 0.1 0.0 0.1
H 0.0 0.0 0.0
H 0.0 0.0 0.0
H 0.0 0.0 0.0
H 0.0 0.0 0.0
H 0.0 0.0 0.0
H 0.0 0.0 0.0
H 0.0 0.0 0.0
H 0.0 0.0 0.0
H 0.0 0.0 0.0
H 0.0 0.0 0.0
H 0.0 0.0 0.0
H 0.0 0.0 0.0
H 0.0 0.0 0.0
H 0.0 0.0 0.0
H 0.0 0.0 0.0
H 0.0 0.0 0.0
H 0.0 0.0 0.0
H 0.0 0.0 0.0
N 0.0 0.0 -0.1
C 0.0 0.0 0.0
C 0.0 0.0 0.0
C 0.0 0.0 0.0
C 0.0 0.0 0.0
N 0.0 0.0 0.0
H 0.0 0.0 0.0
H 0.0 0.0 0.0
H 0.0 0.0 0.0
H 0.0 0.0 0.0
H 0.0 0.0 0.0
H 0.0 0.0 0.0
H 0.0 0.0 0.0
H 0.0 0.0 0.0
H 0.0 0.0 0.0
H 0.0 0.0 0.0
H 0.0 0.0 0.0
H 0.0 0.0 0.0
Cl 0.1 0.0 -0.1
N 0.0 0.1 0.0
C 0.0 0.0 0.0
C 0.0 0.0 0.0
C 0.0 0.0 0.0
C 0.0 0.0 0.0
C 0.0 0.0 0.0
C 0.0 0.0 0.0
H -0.1 0.0 0.0
H 0.0 0.0 0.0
H 0.0 0.0 0.0
H 0.0 0.0 0.0
H 0.0 0.0 0.0
H 0.0 0.0 0.0
H 0.0 0.0 0.0
N 0.0 0.0 -0.2
C 0.0 0.0 -0.1
N 0.0 0.0 0.0
C 0.0 0.0 0.0
N 0.0 0.0 0.0
C 0.0 0.0 0.0
C 0.0 0.0 0.0
C 0.0 0.0 0.0
S 0.0 0.0 0.0
O 0.0 0.0 -0.1
C 0.0 -0.1 0.0
C 0.0 0.1 0.0
C 0.0 0.0 0.0
H 0.0 0.0 0.0
H 0.0 0.0 0.0
H 0.0 0.0 0.0
H 0.0 0.0 0.0
H 0.0 0.0 0.0
H 0.0 0.0 0.0
H 0.0 0.0 0.0
H 0.0 0.0 0.0
H 0.0 0.0 0.0
H 0.0 -0.1 0.0
H 0.0 0.0 0.0
H 0.0 0.0 0.0
H 0.0 0.0 0.0
H 0.0 0.0 0.0